Molecular formula: C40H90F2N7O7S2
Method: DFT, ωB97M-V/def2-TZVPD

```
148
Properties=species:S:1:pos:R:3
C 16.460 -5.375 -3.596
C 16.431 -6.206 -4.927
C 17.491 -5.742 -5.962
N 17.003 -5.841 -7.457
C 16.464 -7.219 -7.693
C 18.271 -5.785 -8.286
C 18.602 -4.328 -8.367
C 17.242 -3.533 -8.249
C 16.241 -4.627 -8.026
H 15.502 -5.563 -3.113
H 16.467 -4.317 -3.859
H 17.308 -5.574 -2.941
H 15.463 -6.196 -5.428
H 16.553 -7.260 -4.677
H 18.400 -6.327 -5.820
H 17.735 -4.685 -5.849
H 15.600 -7.342 -7.040
H 17.193 -7.974 -7.400
H 16.185 -7.276 -8.745
H 18.026 -6.189 -9.268
H 18.980 -6.387 -7.718
H 19.091 -4.098 -9.314
H 19.276 -3.960 -7.593
H 17.138 -2.799 -9.048
H 17.378 -2.818 -7.438
H 15.705 -4.870 -8.943
H 15.518 -4.421 -7.237
C 22.940 0.583 1.198
C 22.655 1.134 -0.154
C 21.449 0.402 -0.794
N 20.855 1.121 -2.098
C 21.815 0.960 -3.302
C 20.538 2.648 -1.817
C 19.188 3.005 -2.431
C 18.420 1.690 -2.171
C 19.434 0.545 -2.435
H 22.160 0.693 1.951
H 23.741 1.145 1.678
H 23.206 -0.471 1.122
H 23.577 1.072 -0.733
H 22.441 2.184 0.041
H 20.639 0.578 -0.086
H 21.477 -0.686 -0.850
H 21.271 1.305 -4.181
H 21.963 -0.113 -3.416
H 22.759 1.434 -3.032
H 21.428 3.217 -2.088
H 20.521 2.833 -0.743
H 19.288 3.179 -3.503
H 18.783 3.880 -1.922
H 17.597 1.527 -2.866
H 18.114 1.578 -1.130
H 19.433 0.214 -3.473
H 19.076 -0.240 -1.767
C 18.467 -6.647 0.376
C 19.169 -5.293 0.306
C 18.421 -4.155 -0.381
N 18.119 -2.914 0.471
C 19.412 -2.234 0.923
C 17.151 -3.205 1.623
C 15.734 -2.737 1.227
C 15.850 -2.030 -0.107
C 17.275 -1.854 -0.260
H 17.450 -6.670 0.769
H 19.047 -7.378 0.939
H 18.365 -7.051 -0.631
H 20.212 -5.437 0.023
H 19.429 -4.957 1.310
H 17.386 -4.449 -0.559
H 18.905 -3.886 -1.320
H 19.234 -1.306 1.466
H 19.639 -1.964 -0.108
H 20.109 -2.979 1.307
H 17.519 -2.531 2.396
H 17.237 -4.144 2.170
H 15.157 -2.145 1.938
H 15.043 -3.578 1.160
H 15.353 -1.077 0.074
H 15.558 -2.508 -1.043
H 17.648 -0.929 0.179
H 17.756 -1.827 -1.237
C 25.012 -6.711 -3.426
C 23.637 -7.128 -3.931
C 23.176 -8.210 -2.971
N 21.979 -9.107 -3.496
C 20.681 -8.320 -3.741
C 21.694 -10.306 -2.473
C 21.333 -11.596 -3.245
C 21.614 -11.226 -4.724
C 22.431 -9.956 -4.739
H 25.749 -7.494 -3.251
H 24.889 -6.382 -2.394
H 25.628 -6.142 -4.123
H 23.603 -7.382 -4.990
H 22.971 -6.311 -3.655
H 22.849 -7.827 -2.004
H 23.916 -8.887 -2.545
H 20.785 -7.718 -4.644
H 20.516 -7.707 -2.854
H 19.913 -9.067 -3.941
H 20.877 -10.114 -1.778
H 22.555 -10.502 -1.834
H 20.337 -11.990 -3.046
H 22.006 -12.440 -3.087
H 20.688 -10.970 -5.238
H 22.102 -12.034 -5.270
H 22.288 -9.361 -5.641
H 23.472 -10.223 -4.560
C 27.660 -6.144 -6.421
C 27.103 -4.878 -7.157
C 26.322 -3.955 -6.247
N 25.618 -2.801 -7.014
C 26.610 -1.706 -7.469
C 24.635 -2.153 -6.023
C 23.282 -1.997 -6.699
C 23.616 -2.164 -8.172
C 24.675 -3.221 -8.159
H 27.030 -6.971 -6.095
H 28.006 -5.794 -5.449
H 28.628 -6.458 -6.810
H 26.474 -5.173 -7.997
H 28.007 -4.464 -7.604
H 26.941 -3.489 -5.480
H 25.528 -4.427 -5.668
H 26.118 -0.740 -7.578
H 27.024 -2.028 -8.424
H 27.265 -1.680 -6.598
H 24.883 -1.149 -5.678
H 24.562 -2.647 -5.053
H 22.933 -0.991 -6.465
H 22.445 -2.661 -6.487
H 23.886 -1.231 -8.666
H 22.750 -2.451 -8.769
H 25.291 -3.374 -9.045
H 24.355 -4.221 -7.866
N 16.089 -1.026 -4.837
O 17.165 -0.862 -5.436
O 15.667 -2.176 -4.611
O 15.489 -0.090 -4.406
N 20.624 -2.185 -2.363
S 20.174 -2.730 -3.656
O 19.794 -4.140 -3.674
O 20.630 -2.071 -4.925
F 18.673 -2.042 -3.425
S 22.083 -3.035 -2.392
O 23.100 -2.605 -3.308
O 22.125 -4.448 -1.944
F 22.669 -2.525 -1.006
```

**Frontier orbital gap**: 6.0 eV
**HOMO energy**: -12.11 eV
**Net charge**: +3
**Molecular weight**: 883.3 g mol⁻¹
**2S+1**: 1

Atom charges from the Löwdin analysis, given in e for atoms 1 to 99: C -0.07; C -0.20; C -0.08; N -0.24; C 0.02; C -0.14; C -0.14; C -0.11; C -0.06; H 0.08; H 0.05; H 0.05; H 0.10; H 0.10; H 0.11; H 0.13; H 0.10; H 0.11; H 0.11; H 0.14; H 0.12; H 0.12; H 0.11; H 0.13; H 0.10; H 0.14; H 0.14; C -0.11; C -0.24; C -0.09; N -0.17; C 0.05; C -0.10; C -0.12; C -0.12; C -0.10; H 0.08; H 0.09; H 0.08; H 0.12; H 0.11; H 0.12; H 0.07; H 0.11; H 0.06; H 0.10; H 0.13; H 0.12; H 0.12; H 0.13; H 0.13; H 0.11; H 0.11; H 0.07; C -0.08; C -0.22; C -0.09; N -0.23; C 0.05; C -0.07; C -0.12; C -0.14; C -0.14; H 0.08; H 0.08; H 0.06; H 0.10; H 0.10; H 0.14; H 0.10; H 0.11; H 0.06; H 0.11; H 0.13; H 0.14; H 0.13; H 0.12; H 0.14; H 0.14; H 0.13; H 0.11; C -0.09; C -0.21; C -0.12; N -0.19; C 0.04; C -0.07; C -0.13; C -0.16; C -0.09; H 0.08; H 0.09; H 0.05; H 0.11; H 0.09; H 0.14; H 0.13; H 0.10; H 0.11